Formula: C41H52GeN5O6PdS2Si
Source: the OMol25 dataset
Level of theory: wB97M-V/def2-TZVPD

Geometry as XYZ:
```
109
Properties=species:S:1:pos:R:3:forces:R:3
Pd 0.270 -0.229 -0.114 0.170 -0.698 0.021
C 2.515 -0.378 -2.456 0.104 0.029 0.210
C 3.944 -0.724 -2.038 -0.020 -0.115 -0.273
C 4.079 -2.213 -1.720 0.064 0.164 0.150
C 4.913 -0.364 -3.167 0.010 0.028 0.186
O 4.322 0.075 -0.923 0.037 0.170 -0.194
Si 4.232 -0.074 0.707 -0.472 -0.307 0.437
S 2.356 -0.409 1.547 0.311 0.043 -0.075
O 5.290 -1.308 1.052 0.061 -0.241 0.205
C 5.607 -1.988 2.264 0.189 -0.095 -0.010
C 5.599 -1.042 3.466 -0.151 0.072 -0.227
C 7.013 -2.551 2.062 -0.018 0.082 -0.036
C 4.637 -3.150 2.502 0.001 0.198 -0.169
O 4.951 1.271 1.323 0.159 0.320 -0.187
C 5.183 2.581 0.800 0.113 0.091 0.075
C 3.921 3.144 0.157 -0.044 -0.160 0.001
C 5.587 3.445 1.992 -0.052 -0.084 -0.015
C 6.332 2.541 -0.212 -0.141 -0.187 0.176
H 2.161 -1.063 -3.230 -0.013 0.004 -0.004
H 2.484 0.641 -2.846 -0.022 0.017 -0.003
H 1.833 -0.433 -1.589 0.274 -0.091 -0.363
H 4.021 -2.813 -2.630 -0.073 0.023 -0.020
H 3.288 -2.523 -1.041 -0.052 -0.069 0.052
H 5.037 -2.386 -1.230 0.012 -0.067 -0.050
H 4.684 -0.941 -4.065 -0.010 0.013 -0.020
H 5.936 -0.581 -2.854 0.006 -0.007 -0.033
H 4.838 0.699 -3.401 0.010 0.000 0.006
H 6.205 -0.161 3.249 0.050 -0.024 0.031
H 5.986 -1.546 4.354 -0.011 -0.021 -0.002
H 4.579 -0.704 3.659 -0.003 0.030 0.041
H 7.715 -1.739 1.864 -0.003 -0.009 0.010
H 7.025 -3.232 1.208 -0.005 0.013 -0.002
H 7.338 -3.095 2.952 0.031 -0.013 -0.001
H 3.642 -2.759 2.701 -0.108 0.008 0.023
H 4.966 -3.751 3.354 -0.008 0.005 -0.020
H 4.594 -3.783 1.611 0.033 -0.008 0.028
H 3.106 3.141 0.881 -0.058 0.013 0.014
H 3.630 2.519 -0.687 -0.062 0.023 -0.056
H 4.078 4.165 -0.197 0.030 -0.004 0.011
H 4.776 3.479 2.722 0.010 -0.005 -0.009
H 5.810 4.460 1.660 0.008 0.031 0.037
H 6.472 3.024 2.475 -0.002 0.009 0.000
H 6.051 1.906 -1.048 0.017 -0.024 -0.113
H 7.219 2.115 0.263 0.013 0.035 -0.023
H 6.563 3.544 -0.577 -0.011 -0.002 0.006
O 1.188 9.638 -2.848 -0.178 -0.077 -0.030
S -0.014 8.858 -3.117 0.078 0.052 -0.233
O 0.162 7.794 -4.090 -0.041 0.126 0.175
O -1.228 9.643 -3.291 0.158 -0.099 0.069
C -0.273 8.013 -1.520 0.007 0.156 -0.140
N -0.563 8.810 -0.491 -0.020 -0.011 0.153
C -0.716 8.207 0.679 -0.014 0.128 -0.113
C -0.586 6.842 0.849 0.021 -0.324 -0.054
C -0.272 6.092 -0.284 -0.184 0.811 0.027
N -0.127 6.701 -1.467 0.054 -0.359 0.098
C -0.065 4.635 -0.253 0.184 -0.796 -0.066
C -0.074 3.886 0.926 -0.022 0.338 -0.096
C 0.228 2.541 0.892 0.246 -0.045 -0.011
N 0.514 1.881 -0.238 -0.303 0.815 -0.031
C 0.468 2.582 -1.378 0.148 -0.109 0.110
C 0.207 3.934 -1.431 -0.046 0.421 0.134
H -0.953 8.855 1.518 -0.013 -0.049 0.044
H -0.730 6.386 1.818 0.015 0.038 0.011
H -0.286 4.347 1.881 0.028 -0.046 0.015
H 0.284 1.960 1.803 -0.038 -0.045 0.002
H 0.673 2.027 -2.284 -0.018 -0.057 -0.009
H 0.228 4.479 -2.365 -0.007 -0.050 -0.035
C -2.879 1.621 -1.274 0.090 -0.148 -0.029
Ge -2.113 -0.047 -0.443 -0.738 0.199 0.301
C -3.381 -1.445 -1.141 0.116 0.112 0.018
C -3.898 -2.460 -0.332 0.014 0.044 -0.016
C -4.729 -3.445 -0.846 -0.021 -0.052 0.027
C -5.066 -3.442 -2.194 -0.002 -0.008 -0.015
C -4.560 -2.445 -3.018 -0.038 -0.080 -0.047
C -3.726 -1.467 -2.494 0.026 0.067 0.010
C -2.744 0.011 1.507 0.110 -0.038 -0.129
C -1.802 -0.219 2.487 -0.192 -0.002 -0.043
C -2.119 -0.215 3.862 -0.060 0.024 0.110
C -3.398 0.008 4.280 0.107 -0.051 0.067
C -4.417 0.233 3.328 -0.034 0.035 -0.230
C -5.758 0.456 3.724 -0.119 0.026 0.030
C -6.740 0.678 2.801 0.015 -0.003 0.085
C -6.422 0.683 1.428 0.037 0.010 -0.113
C -5.136 0.470 1.016 -0.093 -0.024 -0.025
C -4.087 0.238 1.942 -0.026 0.048 0.179
H -3.949 1.561 -1.486 0.046 0.027 0.004
H -2.360 1.813 -2.215 -0.011 0.027 0.001
H -2.701 2.482 -0.624 0.000 -0.011 0.017
H -3.648 -2.469 0.724 -0.013 -0.030 0.012
H -5.120 -4.218 -0.193 0.000 0.008 -0.003
H -5.718 -4.206 -2.601 0.003 -0.007 0.018
H -4.820 -2.442 -4.072 0.028 0.049 0.002
H -3.334 -0.693 -3.148 -0.033 -0.027 -0.035
H -0.774 -0.422 2.216 0.111 0.027 -0.156
H -1.327 -0.389 4.583 -0.024 -0.007 0.009
H -3.653 0.013 5.335 0.005 0.002 -0.003
H -5.994 0.448 4.784 0.013 0.011 -0.004
H -7.761 0.855 3.117 0.006 -0.018 0.022
H -7.205 0.856 0.699 0.021 -0.003 -0.014
H -4.890 0.463 -0.037 -0.074 -0.008 0.069
N 1.251 -3.102 0.382 -0.005 -0.018 0.288
C 1.293 -4.396 0.029 0.057 -0.005 0.009
C 0.189 -4.631 -0.761 -0.073 -0.025 -0.028
C -0.476 -3.395 -0.824 0.014 -0.091 0.038
N 0.181 -2.483 -0.123 0.225 -0.071 -0.107
H 1.870 -2.501 0.958 0.001 -0.149 -0.202
H 2.090 -5.050 0.343 0.020 0.065 0.047
H -0.101 -5.558 -1.227 0.013 0.006 0.021
H -1.398 -3.143 -1.323 0.048 0.081 -0.028
```
Forces are in eV/Å.

Summary:
HOMO-LUMO gap (spin up / spin down): 5.0 / 6.8 eV
DFT total energy: -5609.7517 a.u.
total charge: -2
lowest unoccupied orbital energy (spin up / spin down): 3.76 / 3.76 eV
ΔE to the lowest compared entry with this formula, charge and spin: 0.156 eV
F_max: 0.017 hartree/bohr
multiplicity: 2

Atom charges from the Mulliken analysis, given in e for atoms 1 to 8: number 1, Pd, carries -0.41; number 2, C, carries 0.15; number 3, C, carries 1.83; number 4, C, carries -1.28; number 5, C, carries -2.15; number 6, O, carries -0.12; number 7, Si, carries 0.29; number 8, S, carries -0.71